1.
28
Properties=species:S:1:pos:R:3 method="wB97M-V/def2-TZVPD" e_tot_ev=-20593.882 e_homo_ev=-8.98 homo_lumo_gap_ev=10.09 mol_weight_g_mol=164.2 smiles=CCCCCCPCCF
C -3.24983 -1.29607 -0.81680
C -2.19561 -2.38410 -1.02378
C -0.90629 -1.87726 -1.69661
C 0.30240 -1.65453 -0.76898
C 0.00731 -1.04184 0.61199
C 1.11739 -0.10573 1.09880
P 1.15305 1.46818 0.12160
C 2.32579 2.46500 1.15773
C 2.34775 3.92722 0.77578
F 1.17643 4.53712 1.21977
H -4.07951 -1.64731 -0.20008
H -3.65697 -0.96919 -1.77661
H -2.83141 -0.41274 -0.33288
H -1.95216 -2.84970 -0.06280
H -2.63112 -3.17947 -1.63280
H -0.60434 -2.58627 -2.47096
H -1.12819 -0.94176 -2.22219
H 0.81571 -2.60953 -0.62004
H 1.01721 -1.01118 -1.29006
H -0.93398 -0.48981 0.59311
H -0.13410 -1.83484 1.35021
H 2.08708 -0.60050 0.97098
H 1.00237 0.11258 2.16286
H -0.03667 2.00962 0.67140
H 3.33061 2.05321 1.02046
H 2.08366 2.38735 2.22045
H 2.39399 4.07558 -0.30555
H 3.17944 4.45594 1.24500

2.
8
Properties=species:S:1:pos:R:3 method="wB97M-V/def2-TZVPD" e_tot_ev=-16845.217 e_homo_ev=-9.93 homo_lumo_gap_ev=9.33 mol_weight_g_mol=96.0 smiles="FC/C=P/F"
F 1.19453 -1.22578 -0.21089
C -0.11641 -1.71553 0.22545
C -1.47382 -1.19655 -0.34503
P -2.45574 -0.01180 0.42905
F -3.82169 -0.20976 -0.45679
H -0.17782 -2.71628 -0.05225
H -0.17031 -1.61466 1.33034
H -1.87931 -1.47906 -1.37270

3.
88
Properties=species:S:1:pos:R:3 method="wB97M-V/def2-TZVPD" e_tot_ev=-57308.108 e_homo_ev="-8.37 / -9.20" homo_lumo_gap_ev="7.54 / 8.37" multiplicity=3 mol_weight_g_mol=682.6
O 2.98118 6.35958 -1.58272
C 3.45621 5.63310 -2.39984
I 4.22917 3.69978 -1.73574
C 3.53508 5.92188 -3.88966
C 2.46537 5.05413 -4.54362
C 1.26681 4.88627 -4.01374
C 0.30281 3.97182 -4.70899
O -0.89730 4.16082 -4.69804
C 0.95852 2.79099 -5.37214
C 0.38292 1.55370 -5.41038
C 1.07519 0.53444 -6.00081
C 0.42971 -0.85769 -5.98778
C 1.48406 -1.91221 -5.61208
O 2.17625 -1.53005 -4.42083
C 2.30656 0.71919 -6.55895
C 2.88662 1.96104 -6.52691
C 2.20031 2.96994 -5.92689
C 2.80934 4.33374 -5.81887
O 3.50141 4.84165 -6.67806
H 3.41815 6.98047 -4.09774
H 4.49327 5.52644 -4.22563
H 0.93648 5.35978 -3.09706
H -0.57848 1.39673 -4.94995
H -0.03717 -1.07386 -6.94720
H -0.28074 -0.83751 -5.16183
H 2.21589 -2.07304 -6.40339
H 0.96815 -2.84104 -5.36647
H 3.07081 -1.29666 -4.67063
H 2.85680 -0.09270 -7.00922
H 3.86792 2.17952 -6.92264
C -1.94693 -0.98151 0.83955
C -0.93554 -0.69061 -0.29467
C 0.18233 0.22163 0.22341
C -0.23138 1.68500 0.37956
C -0.86714 2.20334 -0.90787
C -2.02952 1.33212 -1.38607
N -1.64476 -0.10574 -1.47162
O -0.91664 -0.27803 -2.53318
C -3.23235 1.51919 -0.44120
C -2.51762 1.84188 -2.73507
C -0.32108 -2.04775 -0.63514
H -2.94300 -1.18366 0.44312
H -1.65792 -1.86016 1.41261
H -2.02207 -0.16792 1.56108
H 1.03526 0.17776 -0.46201
H 0.54025 -0.15885 1.18317
H -0.91433 1.80736 1.22432
H 0.65078 2.28558 0.61373
H -1.21613 3.22811 -0.75888
H -0.09640 2.25244 -1.68578
H -4.04758 0.84571 -0.70952
H -3.60923 2.53981 -0.51572
H -2.99588 1.36439 0.60835
H -1.71926 1.87106 -3.46893
H -2.89468 2.86007 -2.64601
H -3.32489 1.21991 -3.12698
H -1.07183 -2.73165 -1.03596
H 0.09925 -2.49593 0.26497
H 0.48969 -1.96734 -1.35897
C -1.38527 -1.43987 7.21645
C -1.79588 -2.28070 5.98275
C -2.08191 -3.72607 6.40490
C -0.82708 -4.55034 6.68743
C 0.15088 -4.45929 5.51868
C 0.49305 -3.01712 5.14434
N -0.73421 -2.19434 4.93564
O -1.25078 -2.50407 3.78793
C 1.38120 -2.39836 6.24123
C 1.37385 -3.01349 3.89599
C -3.10391 -1.65792 5.49551
H -0.73404 -0.61258 6.93338
H -2.25718 -0.99932 7.69880
H -0.88160 -2.02818 7.98322
H -2.65244 -4.22882 5.61766
H -2.72081 -3.72247 7.29102
H -0.35047 -4.22560 7.61607
H -1.10951 -5.59403 6.84114
H 1.06755 -4.99949 5.76583
H -0.28298 -4.97283 4.65478
H 1.57028 -1.34274 6.04095
H 2.34549 -2.90619 6.27070
H 0.96847 -2.48511 7.24303
H 0.90704 -3.52984 3.05801
H 2.31218 -3.52763 4.10245
H 1.60969 -1.99442 3.58371
H -2.95034 -0.63205 5.15511
H -3.82850 -1.63968 6.30892
H -3.55544 -2.22390 4.68191

4.
39
Properties=species:S:1:pos:R:3 method="wB97M-V/def2-TZVPD" total_charge=+1 e_tot_ev=-38918.547 e_homo_ev=-12.81 homo_lumo_gap_ev=8.58 mol_weight_g_mol=311.3
C -0.80261 5.03776 0.04487
C 0.06308 3.62682 -0.16911
C -0.93405 2.29377 -0.24260
O -2.25869 2.34752 -0.40371
O -0.22428 0.97353 -0.16710
C 0.02754 0.64601 -1.58289
C 1.20063 -0.52531 -1.78775
S 1.70262 -0.39110 -3.61656
H -0.06998 5.91825 -0.24415
H -1.09689 5.07514 1.18028
H -1.73670 5.09619 -0.67241
H 0.58540 3.67229 -1.23716
H 0.83258 3.43640 0.70015
H -0.94462 0.28584 -2.15574
H 0.41926 1.59862 -2.17612
H 0.79178 -1.59993 -1.50318
H 2.12539 -0.34041 -1.05731
H 3.00339 -0.87584 -3.82634
H 1.59224 0.98037 -3.99231
C -4.52124 -0.13472 1.60953
C -3.08088 0.03962 1.25184
O -2.57492 -1.28135 1.28587
C -3.63555 -2.11782 1.08827
O -3.53900 -3.31738 0.88973
O -4.81749 -1.43684 1.14083
H -5.16311 0.60672 1.12590
H -4.69069 -0.10122 2.69085
H -2.94658 0.44397 0.24300
H -2.54950 0.67703 1.96387
C 3.48216 -3.13998 1.92009
C 2.71358 -3.81026 0.82785
O 2.76222 -2.87014 -0.22852
C 3.86042 -2.08819 -0.01369
O 4.30192 -1.28480 -0.81825
O 4.40025 -2.32330 1.21789
H 4.00869 -3.85506 2.55812
H 2.84935 -2.50256 2.54645
H 3.18517 -4.74095 0.49511
H 1.67911 -4.01867 1.11438

no.,F_max (eV/Å)
1,0.1
2,2.8
3,2.6
4,9.1